Here is the molecule C5H12N2S from the Open Molecules 2025 dataset. Energies are from ωB97M-V/def2-TZVPD.

Each line ends with the natural charge from an NBO analysis.
Element x y z (Å)
C 1.7079 -1.1819 -1.8372  -0.748
S -0.0293 -1.5537 -1.5619  0.219
C -0.5551 -0.3249 -0.3431  0.171
C -2.0361 -0.3939 0.0279  -0.712
N 0.3196 0.4186 0.1897  -0.362
N -0.1763 1.3221 1.1616  -0.314
C 0.7289 2.4808 1.1746  -0.407
C -0.1383 0.6706 2.4645  -0.428
H 1.8129 -0.2308 -2.3311  0.224
H 2.1236 -1.9907 -2.4604  0.233
H 2.1820 -1.1269 -0.8166  0.241
H -2.2567 0.5469 0.5557  0.254
H -2.2662 -1.2456 0.6623  0.235
H -2.5669 -0.5032 -0.9237  0.233
H 1.7336 2.1318 1.3344  0.181
H 0.3735 3.1200 1.9616  0.195
H 0.5952 2.9880 0.2089  0.205
H -0.8446 -0.1802 2.3874  0.198
H -0.5424 1.3254 3.2235  0.203
H 0.8783 0.3349 2.8090  0.177

Force components x, y, z for each atom (eV/Å):
0.32 -0.21 1.40
-0.74 0.39 0.26
0.03 -1.20 0.13
0.86 0.55 -0.73
0.20 0.08 -0.57
0.42 0.52 0.66
-1.28 -0.52 -0.89
-0.36 -1.01 -0.03
0.11 0.30 -0.17
-0.20 0.32 0.40
-0.17 -0.12 -1.22
-0.21 -0.40 -0.34
0.11 -0.10 0.03
-0.30 0.13 0.35
0.73 0.17 0.03
0.12 0.45 0.38
0.42 -0.03 0.34
0.66 0.17 0.38
-0.07 0.37 0.11
-0.67 0.12 -0.52

Results
Electronic energy ... -705.35225 Ha
Frontier orbital gap ... 9.17 eV
2S+1 ... 1
Lowest unoccupied orbital energy ... 0.93 eV

=====

Here is a cluster of 2 separate species, C6H6F5NO2 in total from the Open Molecules 2025 dataset. Energies are from ωB97M-V/def2-TZVPD.

Each line ends with the natural charge from an NBO analysis.
Element x y z (Å)
C -0.9261 0.7192 -1.3640  0.948
C 1.7124 -0.1051 -0.2160  -0.265
C 2.4460 -1.3559 -0.1202  0.825
C -3.0023 0.5183 -0.1896  -0.419
C -1.1696 -0.8530 0.5527  -0.397
C 2.1239 1.0398 0.6819  0.912
N -1.5307 0.2193 -0.3951  -0.444
O -0.6790 1.3891 -2.3000  -0.394
O 2.7418 -0.5475 -1.1451  -0.474
F 3.3541 -1.8427 0.6755  -0.301
F 1.6628 -2.4734 -0.3343  -0.372
F 2.9842 0.7056 1.6251  -0.318
F 2.6046 2.0317 -0.1213  -0.334
F 1.0874 1.6045 1.3886  -0.358
H -3.6259 -0.3535 -0.0971  0.229
H -3.2729 1.3163 0.6132  0.246
H -3.2759 0.9679 -1.2240  0.217
H -1.2838 -0.4381 1.5290  0.224
H -1.7885 -1.6133 0.1581  0.208
H -0.1624 -0.9295 0.2826  0.267

Force components x, y, z for each atom (eV/Å):
3.08 1.91 -2.24
-1.49 0.78 1.04
-2.84 -0.43 -0.06
-0.63 3.45 -2.65
0.42 1.52 -1.55
-0.71 0.32 -1.33
-3.27 -0.09 2.26
-0.96 -1.64 2.03
1.11 -0.39 -0.83
1.75 0.60 0.89
-0.10 -0.12 -1.00
1.21 0.22 0.45
0.23 -0.19 0.87
-0.09 -0.44 -0.63
0.34 -0.57 0.31
1.08 -1.58 -1.24
-0.14 -0.43 1.86
-0.44 -0.28 0.74
-0.44 -1.50 0.80
1.90 -1.13 0.28

Results
Electronic energy ... -936.60583 Ha
Frontier orbital gap ... 6.98 eV
2S+1 ... 1
Lowest unoccupied orbital energy ... -0.89 eV

=====

Here is the molecule C3H4N2OS from the Open Molecules 2025 dataset. Energies are from ωB97M-V/def2-TZVPD.

Each line ends with the natural charge from an NBO analysis.
Element x y z (Å)
C 1.7938 0.3319 -1.1251  -0.132
C 0.4249 0.6240 -0.3437  0.645
C -1.4041 -0.2305 0.9469  -0.434
N 2.0883 -0.6976 -1.6890  -0.156
N -0.4049 -0.4478 -0.0416  -0.555
O 0.2911 1.7329 0.0872  -0.534
S -0.0116 -2.1087 -0.3194  0.281
H 2.2326 1.2716 -1.1848  0.216
H -1.7800 0.7814 0.8283  0.229
H -2.2632 -1.0554 0.8906  0.232
H -0.9668 -0.2017 1.9505  0.209

Force components x, y, z for each atom (eV/Å):
-3.33 0.13 0.84
1.91 -1.14 0.01
-2.61 -0.60 1.01
0.85 -1.39 -0.72
0.99 -2.47 -0.68
-0.66 0.27 -0.02
-0.26 2.00 -0.03
1.57 1.70 -0.21
-0.49 -0.04 -0.23
2.03 2.00 0.06
0.00 -0.45 -0.04

Results
Electronic energy ... -699.52730 Ha
Frontier orbital gap (alpha / beta) ... 8.79 / 6.53 eV
2S+1 ... 1
Lowest unoccupied orbital energy (alpha / beta) ... -0.77 / -2.28 eV

=====

Here is a cluster of 6 separate species, H12O6 in total from the Open Molecules 2025 dataset. Energies are from ωB97M-V/def2-TZVPD.

Each line ends with the natural charge from an NBO analysis.
Element x y z (Å)
O 0.4571 0.9028 0.0481  -1.015
H 1.1241 0.7128 0.7911  0.487
H -0.2519 0.2798 0.1201  0.490
O -0.8439 2.0148 -2.2609  -0.943
H -0.5259 1.4428 -3.0919  0.457
H -0.1709 1.7568 -1.6629  0.481
O 2.4661 -0.1452 1.6001  -0.919
H 2.4651 0.0608 2.5771  0.479
H 2.9951 0.5908 1.3601  0.471
O 1.5221 -1.1392 -1.9709  -0.938
H 2.3981 -1.1072 -2.0849  0.456
H 1.3521 -0.8222 -1.1129  0.477
O -2.6699 -0.8022 2.0511  -0.948
H -2.9099 -0.7152 2.9811  0.477
H -2.1019 0.1478 2.0151  0.475
O -1.8619 -0.6822 -0.4949  -0.924
H -1.9569 -1.0672 0.2561  0.459
H -1.4869 -1.4282 -1.1209  0.479

Force components x, y, z for each atom (eV/Å):
2.33 0.65 1.36
-1.63 0.04 -1.54
-1.04 -0.73 -0.06
0.26 -1.64 -4.20
-1.33 2.00 2.58
1.07 -0.31 1.58
-0.42 -0.09 2.56
-0.38 -0.95 -1.14
1.20 1.09 -1.19
-4.80 -0.97 -1.04
5.17 0.14 -0.74
-0.43 0.91 1.70
2.56 4.43 0.51
-0.33 -0.56 0.08
-2.26 -3.76 -0.35
2.59 1.51 -9.70
-1.40 -4.17 7.81
-1.14 2.41 1.77

Results
Electronic energy ... -458.56672 Ha
Frontier orbital gap ... 10.28 eV
2S+1 ... 1
Lowest unoccupied orbital energy ... -0.01 eV

=====

Here is a cluster of 2 separate species, C7H15N3O3 in total from the Open Molecules 2025 dataset. Energies are from ωB97M-V/def2-TZVPD.

Each line ends with the natural charge from an NBO analysis.
Element x y z (Å)
O 4.4824 -1.4669 -0.5955  -0.422
N 3.4528 -1.0679 -1.1460  0.242
N 2.5978 -0.5480 -0.3137  0.128
O 2.9469 -0.1309 0.9480  -0.561
N 1.5876 0.1885 -0.9208  -0.238
C 1.7418 1.6537 -0.7039  -0.249
C 0.7861 2.1426 0.4631  -0.417
C 0.0927 0.8442 0.9071  -0.436
C 0.2853 -0.1458 -0.2579  -0.080
C 0.2539 -1.5581 0.2486  -0.079
O -0.9870 -1.9939 0.7957  -0.697
H 3.2158 -0.8835 1.4513  0.494
H 2.7986 1.8423 -0.5732  0.222
H 1.3978 2.0933 -1.6683  0.210
H 0.1379 2.9165 0.1501  0.212
H 1.3751 2.5130 1.3419  0.218
H -0.9287 1.1506 0.9936  0.223
H 0.4374 0.4371 1.8485  0.203
H -0.4898 0.0284 -0.9856  0.210
H 1.1008 -1.7901 0.8396  0.165
H 0.3293 -2.0478 -0.7158  0.192
H -1.0282 -1.5665 1.6622  0.463
C -4.6427 -0.1880 -1.1475  -0.398
C -3.8814 -0.6549 -0.1099  -0.395
H -5.6586 0.0313 -0.9296  0.193
H -4.1757 -0.0685 -2.1844  0.200
H -4.3262 -0.6979 0.8842  0.189
H -2.9016 -1.0326 -0.2819  0.207

Force components x, y, z for each atom (eV/Å):
-0.86 0.28 -0.65
2.13 -0.85 0.76
-1.09 0.74 -0.86
-0.04 1.30 -0.11
-0.99 -0.11 1.53
-0.83 0.49 -0.91
2.98 -1.55 1.02
-0.38 0.93 -1.17
0.12 1.16 1.67
-1.20 -0.65 -2.68
0.74 0.77 0.48
0.52 -1.20 0.38
0.11 0.34 0.08
0.41 -0.03 0.69
-0.77 0.60 -0.43
-0.32 -0.03 -0.93
-0.96 -0.50 0.36
0.29 0.06 0.18
-0.31 -0.10 -0.38
0.60 -0.32 0.88
0.31 -1.18 0.14
-0.39 -0.20 -0.04
2.88 -0.94 0.63
-2.08 0.93 -1.87
-0.72 0.53 -0.34
-1.07 -0.27 1.56
0.24 -0.19 -0.18
0.68 -0.03 0.20

Results
Electronic energy ... -665.47621 Ha
Frontier orbital gap ... 10.18 eV
2S+1 ... 1
Lowest unoccupied orbital energy ... 0.48 eV